Entry 1:
Formula: C51H107N9O9
Source: OMol25
Level of theory: ωB97M-V with the def2-TZVPD basis set

Its largest force on an atom is 6.70 eV Å⁻¹. As for the multiplicity: 5. As for the expectation value of S²: 6.022. Its energy is -86447.196 eV. The calculation puts the LUMO energy (alpha / beta) at 0.15 / -0.66 eV.

Cartesian coordinates (Å):
C 1.552 -4.223 -1.396
O 1.200 -3.068 -1.114
N 1.193 -5.362 -0.708
C 1.682 -6.691 -1.146
C 0.429 -5.405 0.510
H 2.247 -4.419 -2.226
H 2.003 -6.749 -2.186
H 0.894 -7.412 -0.930
H 2.442 -7.012 -0.433
H 1.082 -5.684 1.337
H 0.107 -4.419 0.846
H -0.362 -6.092 0.211
C 0.953 5.976 3.104
O 1.886 6.697 3.230
N -0.106 6.215 2.225
C -1.428 5.587 2.414
C 0.081 7.212 1.246
H 0.664 5.109 3.718
H -2.182 6.318 2.706
H -1.343 4.774 3.135
H -1.770 5.094 1.504
H 1.057 7.695 1.194
H -0.185 6.720 0.310
H -0.664 8.002 1.340
C -4.554 3.790 0.110
O -4.422 4.782 -0.570
N -4.841 2.571 -0.496
C -5.084 1.357 0.328
C -5.392 2.474 -1.836
H -4.473 3.773 1.208
H -4.500 1.415 1.246
H -4.773 0.406 -0.104
H -6.125 1.291 0.646
H -4.872 1.783 -2.500
H -6.477 2.390 -1.895
H -5.338 3.435 -2.347
C 5.707 -3.497 0.731
O 5.979 -4.399 1.451
N 4.723 -2.615 0.906
C 4.399 -1.521 -0.023
C 3.852 -2.767 2.093
H 6.198 -3.318 -0.238
H 4.392 -0.643 0.623
H 3.404 -1.642 -0.451
H 4.941 -1.300 -0.943
H 2.812 -3.076 1.994
H 4.314 -3.532 2.717
H 3.774 -1.802 2.594
C 0.212 6.814 -3.272
O 1.055 6.319 -4.026
N -1.090 6.436 -3.168
C -1.975 6.963 -2.142
C -1.637 5.284 -3.900
H 0.508 7.565 -2.523
H -1.910 6.223 -1.344
H -3.009 7.001 -2.486
H -1.701 7.899 -1.655
H -1.696 4.470 -3.177
H -2.638 5.426 -4.306
H -0.959 4.909 -4.666
C 3.885 3.714 -5.541
C 3.235 2.574 -6.329
C 2.442 3.290 -7.438
C 1.968 2.438 -8.552
C 3.200 1.831 -9.225
C 4.130 1.024 -8.255
N 4.324 1.687 -6.956
O 5.311 1.107 -6.010
C 3.531 -0.357 -8.201
C 5.468 0.922 -9.017
C 2.317 1.727 -5.369
H 3.932 4.668 -6.066
H 4.799 3.456 -5.007
H 3.094 4.004 -4.849
H 1.495 3.640 -7.028
H 2.916 4.230 -7.719
H 1.429 3.004 -9.312
H 1.284 1.631 -8.289
H 3.749 2.624 -9.733
H 2.811 1.162 -9.992
H 4.155 -1.002 -7.582
H 2.549 -0.317 -7.730
H 3.332 -0.996 -9.061
H 6.203 0.406 -8.398
H 5.338 0.442 -9.987
H 5.891 1.921 -9.126
H 1.328 2.090 -5.089
H 2.905 1.454 -4.493
H 2.110 0.764 -5.838
C -2.943 -2.219 0.709
C -4.192 -2.791 1.380
C -5.182 -2.740 0.224
C -6.465 -3.604 0.429
C -6.091 -4.978 0.756
C -5.052 -5.178 1.915
N -3.952 -4.212 1.791
O -2.913 -4.408 2.747
C -5.855 -4.878 3.212
C -4.622 -6.635 1.701
C -4.557 -1.790 2.547
H -2.868 -1.162 0.456
H -2.597 -2.777 -0.162
H -2.158 -2.264 1.465
H -5.399 -1.746 -0.167
H -4.693 -3.281 -0.586
H -7.016 -3.705 -0.506
H -7.109 -3.155 1.185
H -5.678 -5.409 -0.156
H -7.016 -5.537 0.891
H -6.574 -5.681 3.379
H -5.294 -4.959 4.143
H -6.426 -3.950 3.200
H -3.980 -6.930 2.530
H -5.482 -7.284 1.870
H -4.172 -6.932 0.754
H -3.639 -1.622 3.112
H -5.452 -2.144 3.058
H -4.773 -0.748 2.310
C 1.691 -0.060 5.831
C 0.667 -1.059 6.467
C -0.180 -1.478 5.220
C 0.397 -2.631 4.365
C 0.776 -3.734 5.223
C 1.670 -3.363 6.379
N 1.172 -2.172 7.170
O 1.787 -1.946 8.449
C 1.556 -4.689 7.238
C 3.097 -3.186 5.947
C -0.196 -0.186 7.426
H 2.441 0.263 6.553
H 1.243 0.892 5.546
H 2.105 -0.516 4.931
H -1.125 -1.889 5.577
H -0.456 -0.566 4.691
H 1.291 -2.291 3.842
H -0.399 -2.823 3.645
H 1.274 -4.439 4.556
H -0.127 -4.288 5.478
H 2.219 -4.687 8.103
H 0.683 -4.746 7.888
H 1.607 -5.644 6.715
H 3.313 -2.448 5.176
H 3.615 -3.020 6.892
H 3.379 -4.114 5.450
H -0.817 -0.844 8.034
H -0.909 0.453 6.904
H 0.323 0.502 8.092
C 2.972 1.722 -0.265
C 1.578 2.380 -0.151
C 0.724 1.916 -1.412
C 0.159 0.514 -1.379
C -0.704 0.445 -0.152
C -0.046 0.829 1.176
N 0.782 2.036 1.014
O 1.220 2.582 2.354
C -1.316 1.009 2.141
C 0.722 -0.404 1.676
C 1.804 3.885 -0.363
H 3.664 2.147 0.461
H 3.538 1.929 -1.173
H 2.866 0.640 -0.194
H 0.008 2.663 -1.755
H 1.451 1.878 -2.223
H 0.933 -0.253 -1.372
H -0.362 0.389 -2.328
H -0.968 -0.611 -0.198
H -1.622 1.027 -0.228
H -1.048 1.056 3.196
H -1.814 1.953 1.918
H -2.073 0.225 2.161
H 0.022 -1.203 1.918
H 1.392 -0.737 0.883
H 1.227 -0.085 2.588
H 0.857 4.404 -0.215
H 2.002 4.135 -1.406
H 2.719 4.286 0.073

=====

Entry 2:
Formula: C14H32AsIN6O5Os
Source: OMol25
Level of theory: ωB97M-V with the def2-TZVPD basis set

Its largest force on an atom is 2.30 eV Å⁻¹. As for the multiplicity: 1. Its energy is -105605.914 eV. The value obtained for the relative energy (zero: lowest compared OMol25 entry of this formula, charge and spin) is 170.7 kJ/mol. As for the net charge: +2. The calculation puts the LUMO energy (alpha / beta) at -6.69 / -6.81 eV.

Cartesian coordinates (Å):
Os 0.512 0.080 1.312
N -1.048 -1.233 0.494
C -1.588 -0.730 -0.792
C -2.170 -1.810 -1.701
C -1.286 -3.038 -1.935
C 0.065 -2.780 -2.595
N -0.106 -2.338 -3.976
C 0.685 -1.497 -4.633
N 1.811 -1.041 -4.096
N 0.363 -1.135 -5.876
C -0.509 0.126 -1.479
O -0.574 0.400 -2.656
O 0.446 0.564 -0.701
H -0.553 -2.119 0.366
H -1.791 -1.411 1.167
H -2.381 -0.024 -0.531
H -2.385 -1.314 -2.650
H -3.127 -2.142 -1.296
H -1.847 -3.748 -2.548
H -1.098 -3.580 -1.004
H 0.665 -3.693 -2.572
H 0.619 -2.016 -2.049
H -0.906 -2.695 -4.474
H 2.074 -1.253 -3.147
H 2.350 -0.336 -4.569
H -0.516 -1.397 -6.287
H 0.955 -0.524 -6.411
C -1.952 -0.336 4.852
C -0.995 -0.504 3.725
N -0.884 0.356 2.747
O -1.665 1.490 2.823
C -0.118 -1.623 3.623
C -0.130 -2.816 4.513
N 0.733 -1.514 2.602
O 1.477 -2.450 2.242
H -2.711 0.408 4.639
H -1.394 -0.019 5.737
H -2.418 -1.290 5.089
H -1.169 2.100 2.239
H -0.160 -2.515 5.561
H 0.768 -3.402 4.336
H -0.996 -3.454 4.324
I 3.056 -1.131 -0.200
C 2.577 0.384 1.259
H 2.903 1.344 0.866
H 3.152 0.122 2.142
C 1.640 3.162 -1.288
As 0.709 3.518 0.345
C 1.805 4.654 1.424
C -0.942 4.401 -0.042
O 0.315 2.167 1.306
H 1.881 4.133 -1.724
H 1.025 2.574 -1.963
H 2.558 2.620 -1.066
H 1.804 5.661 1.009
H 2.822 4.266 1.439
H 1.403 4.670 2.435
H -0.749 5.239 -0.711
H -1.381 4.769 0.884
H -1.622 3.700 -0.523